Entry one
Entry from the Open Molecules 2025 dataset: a structure of composition C18H16N8S3SbSe3TeTi (the ωB97M-V functional and the def2-TZVPD basis).

Element x y z (Å)
H  -4.3493  -5.6923  -0.1696
C  3.8427  3.2387  1.2544
C  6.1436  2.6620  1.6387
H  -3.1864  -0.7760  -1.6342
C  5.1127  3.5985  1.6670
H  2.9022  -1.6672  -0.1848
Sb  0.7115  -2.1776  2.7140
S  2.9225  -1.6241  3.1415
C  2.2537  1.5133  0.3583
Se  1.2005  -2.8736  -3.1761
C  -3.5818  -3.8466  0.0250
H  6.6936  0.6345  1.1780
H  -5.2071  2.9976  -1.6563
H  3.0207  3.9410  1.2756
H  -0.7107  3.7148  0.0060
N  -2.1240  0.7641  -0.7565
C  -2.1022  2.1330  -0.5766
N  -4.5022  -3.4951  0.9082
C  3.0589  -0.6185  0.0350
C  -4.3441  2.3869  -1.4200
Se  2.0777  -2.4699  -5.1572
H  7.1375  2.9356  1.9713
S  0.6930  -2.6408  0.2621
H  4.9899  -0.9881  0.4795
C  5.9026  1.3750  1.1940
C  -3.2163  0.2744  -1.3805
C  -3.2299  -1.5092  1.2698
N  2.0435  0.1736  -0.0065
N  1.2946  2.3677  0.3189
H  5.3033  4.6043  2.0201
Te  0.1120  0.6483  -4.5042
H  -1.6905  -3.3379  -0.9265
H  -2.9102  -5.4519  -1.0167
C  3.5820  1.9485  0.8004
Ti  -0.3129  -0.4190  0.0346
C  -4.3251  1.0023  -1.7207
N  0.1106  1.8058  -0.0328
Se  -0.4461  -1.1098  -2.8699
N  4.3294  -0.2482  0.3169
C  -3.2303  2.9394  -0.8663
S  -0.4397  -0.0193  2.4206
H  -3.0540  -0.5760  1.7862
C  -0.8778  2.6572  -0.1646
N  -2.3056  -1.8844  0.3785
C  -2.4701  -3.0335  -0.2379
C  4.6234  1.0242  0.7723
H  -5.1488  0.5124  -2.2206
N  -3.7586  -5.0404  -0.6609
C  -4.3137  -2.3224  1.5218
H  -3.1652  4.0013  -0.6614
H  -5.0595  -2.0326  2.2526

Output
Frontier orbital gap (alpha / beta) ... 4.742 / 4.765 eV
Lowest unoccupied orbital energy (alpha / beta) ... 4.16 / 3.36 eV
Multiplicity ... 4
Net charge ... -2
E_HOMO (alpha / beta) ... -0.579 / -1.400 eV

Entry two
Entry from the Open Molecules 2025 dataset: a structure of composition C18H16N8S3SbSe3TeTi (the ωB97M-V functional and the def2-TZVPD basis).

Element x y z (Å)
H  -4.7360  -0.3386  4.7330
H  -2.4862  -1.2117  4.2449
C  -1.1067  -0.3605  3.0559
C  2.5606  3.5306  -1.5730
N  1.5655  -0.5605  -1.5641
C  1.9842  -2.3988  -2.9745
H  0.4734  0.9802  -2.4416
N  -0.0532  -0.1187  -4.7407
C  -1.6893  1.5439  1.8618
C  -3.9671  2.5350  2.2590
S  -1.6558  -0.4375  -0.8322
Te  2.6114  -1.8251  4.2294
N  2.3234  1.6896  -0.0046
Se  -0.3765  -3.6467  2.8096
C  -5.1916  2.4830  2.8939
C  0.8771  -0.0241  -2.5465
H  5.4581  1.8198  -1.1944
H  2.0846  4.3404  -2.1106
Se  2.1344  -0.9640  1.9190
C  4.4240  2.1088  -1.0693
C  -2.9981  1.5644  2.5141
C  3.8673  3.1930  -1.7838
C  0.6984  -0.7153  -3.7732
C  0.4566  3.0947  -0.3234
H  3.9823  0.5335  0.3229
C  -4.5244  0.4768  4.0516
H  -6.4353  1.4009  4.2757
H  -0.4309  -0.7404  -5.4356
H  -0.0343  4.0058  -0.6396
Sb  -2.8663  1.3223  -1.8708
N  -2.2930  -0.3975  3.6829
C  3.6122  1.3956  -0.2206
C  2.1428  -1.7626  -1.7718
H  2.7172  -2.1776  -0.9563
C  -3.2841  0.5423  3.4186
S  -4.7165  0.4941  -2.8937
N  -0.7957  0.5164  2.1627
N  -0.1363  2.2177  0.4694
H  2.4460  -3.3649  -3.1391
H  -3.7288  3.3086  1.5416
C  1.7983  2.7779  -0.6529
Ti  0.5246  0.2872  0.3041
Se  0.3433  -2.4793  0.9235
H  4.4655  3.7447  -2.4991
H  -0.6546  0.6486  -4.4382
N  -1.3677  2.4727  1.0213
S  -1.4277  2.5168  -3.2417
N  1.2455  -1.9004  -3.9791
H  -5.9392  3.2388  2.6927
H  -0.3979  -1.1332  3.3343
C  -5.4699  1.4477  3.7873

Output
Frontier orbital gap (alpha / beta) ... 5.223 / 5.485 eV
Lowest unoccupied orbital energy (alpha / beta) ... 3.90 / 3.86 eV
Multiplicity ... 4
Net charge ... -2
E_HOMO (alpha / beta) ... -1.321 / -1.625 eV

Short version: entry two is the least stable of them.